Below is a cluster of 2 separate species, C5H14O in total, with properties calculated with the ωB97M-V functional and the def2-TZVPD basis.

Geometry (Å):
C 0.984 -0.454 -0.749
C 1.154 -0.500 0.859
C -0.186 -0.003 1.429
C -0.221 1.493 1.578
C 0.476 -1.738 -1.340
H 0.318 0.344 -0.989
H 2.034 -0.367 -1.072
H 1.990 0.127 1.187
H 1.426 -1.504 1.163
H -0.256 -0.473 2.414
H -1.003 -0.532 0.935
H -1.222 1.897 1.650
H 0.489 1.844 2.322
H 0.199 2.142 0.736
H 0.133 -1.539 -2.416
H 1.271 -2.502 -1.304
H -0.450 -2.137 -0.938
H -1.721 0.652 -2.300
H -1.190 0.709 -0.890
O -1.878 1.081 -1.446

Properties
- F_max (eV/Å) = 2.31
- total energy (Eh) = -273.72428
- multiplicity = 2
- E_HOMO (spin up / spin down) (eV) = -15.385 / -15.371
- charge = +1
- energy relative to the best compared isomer or geometry (same formula, charge and spin) (kcal/mol) = 20.91


Below is a structure of composition C17H19N3O6PS2Sn, with properties calculated with the ωB97M-V functional and the def2-TZVPD basis.

Geometry (Å):
Sn 1.291 0.186 -0.527
C 2.214 5.242 2.420
C 2.462 3.877 2.518
C 1.974 2.996 1.573
C 1.218 3.457 0.484
C 0.989 4.845 0.381
C 1.478 5.714 1.338
N 0.738 2.533 -0.431
N -0.054 3.042 -1.354
C -0.519 2.225 -2.314
C -1.456 2.782 -3.223
C -2.023 1.993 -4.186
C -1.641 0.648 -4.277
C -0.687 0.185 -3.392
N -0.133 0.930 -2.441
H 2.599 5.927 3.165
H 3.057 3.501 3.342
H 2.188 1.935 1.642
H 0.428 5.207 -0.466
H 1.291 6.778 1.238
H -1.707 3.828 -3.106
H -2.761 2.401 -4.868
H -2.081 -0.015 -5.009
H -0.354 -0.846 -3.431
C -4.274 -4.781 0.923
C -3.543 -3.451 0.903
O -2.463 -3.557 -0.017
P -1.293 -2.394 0.007
S -0.118 -2.890 -1.495
S -2.099 -0.624 0.279
O -0.560 -2.739 1.430
C 0.199 -3.935 1.563
C -0.028 -4.498 2.954
H -5.171 -4.708 1.541
H -3.627 -5.564 1.324
H -4.557 -5.061 -0.092
H -3.166 -3.199 1.900
H -4.209 -2.642 0.591
H 1.255 -3.696 1.413
H -0.092 -4.658 0.798
H 0.241 -3.754 3.705
H 0.584 -5.391 3.100
H -1.079 -4.762 3.091
O 5.438 0.162 0.777
C 4.332 0.285 0.262
O 3.202 0.081 0.837
C 4.232 0.705 -1.249
O 5.240 1.035 -1.856
O 3.045 0.668 -1.769

Properties
- F_max (eV/Å) = 0.78
- total energy (Eh) = -2627.17551
- multiplicity = 2
- E_HOMO (spin up / spin down) (eV) = -1.383 / -2.016
- charge = -2
- energy relative to the best compared isomer or geometry (same formula, charge and spin) (kcal/mol) = 0.00


Below is a structure of composition C39H45CrN5P2, with properties calculated with the ωB97M-V functional and the def2-TZVPD basis.

Geometry (Å):
Cr -0.301 -2.660 -1.811
C -1.631 2.181 -1.477
C -1.854 1.163 -2.307
C -1.186 0.865 -3.608
C 0.181 0.183 -3.675
C 1.345 0.836 -2.995
C 1.382 2.015 -2.386
C 0.475 3.181 -2.604
C -0.566 3.236 -1.467
C 1.603 -2.721 -0.849
H -2.358 2.328 -0.684
H -2.650 0.440 -2.074
H -1.206 1.764 -4.232
H -1.870 0.142 -4.107
H 0.074 -0.860 -3.296
H 0.425 0.051 -4.753
H 2.248 0.204 -2.939
H 2.208 2.223 -1.684
H 0.008 3.166 -3.591
H 1.083 4.101 -2.576
H -0.021 3.254 -0.497
H -1.087 4.201 -1.570
H 1.555 -2.521 0.247
H 2.154 -1.862 -1.299
H 2.206 -3.633 -0.992
P 1.539 -1.022 -6.413
P -2.364 -0.374 -6.297
N 2.839 0.124 -6.885
N 2.050 -2.212 -7.639
N -2.471 1.319 -6.847
N -3.758 -0.864 -7.284
C 0.284 -0.194 -7.456
C -1.059 -0.952 -7.500
C 3.980 0.329 -6.089
C 4.890 1.101 -6.810
C 4.309 1.361 -8.098
C 3.055 0.747 -8.116
C 2.362 -3.523 -7.274
C 2.682 -4.244 -8.414
C 2.586 -3.347 -9.524
C 2.190 -2.114 -9.025
C -2.791 2.416 -6.025
C -2.459 3.588 -6.691
C -1.929 3.220 -7.973
C -1.979 1.833 -8.057
C -4.468 -0.241 -8.322
C -5.412 -1.135 -8.823
C -5.249 -2.371 -8.107
C -4.223 -2.189 -7.195
H 0.634 -0.095 -8.492
H 0.175 0.831 -7.075
H -1.467 -0.922 -8.531
H -0.927 -2.021 -7.242
H 4.020 -0.087 -5.089
H 5.856 1.442 -6.469
H 4.741 1.920 -8.915
H 2.320 0.730 -8.908
H 2.323 -3.803 -6.235
H 2.952 -5.289 -8.451
H 2.791 -3.567 -10.561
H 1.999 -1.187 -9.547
H -3.266 2.274 -5.057
H -2.574 4.606 -6.322
H -1.545 3.882 -8.745
H -1.706 1.162 -8.865
H -4.262 0.782 -8.604
H -6.132 -0.924 -9.604
H -5.830 -3.276 -8.250
H -3.777 -2.863 -6.480
C 0.108 2.374 3.033
C 0.875 2.234 1.868
C 0.704 1.142 1.025
C -0.287 0.160 1.312
C -0.911 0.231 2.592
C -0.773 1.354 3.393
N -0.629 -0.772 0.365
C -1.782 -1.514 0.528
C -1.701 -2.910 0.250
C -2.750 -3.734 0.699
C -3.896 -3.184 1.302
C -4.021 -1.787 1.437
C -2.988 -0.953 1.015
H 0.210 3.252 3.673
H 1.609 3.001 1.629
H 1.293 1.030 0.111
H -1.550 -0.593 2.913
H -1.365 1.412 4.303
H -0.641 -3.266 0.104
H -2.704 -4.826 0.600
H -4.705 -3.820 1.696
H -4.897 -1.336 1.912
H -3.059 0.135 1.133

Properties
- F_max (eV/Å) = 3.98
- total energy (Eh) = -3513.80101
- multiplicity = 5
- E_HOMO (spin up / spin down) (eV) = -6.020 / -6.152


Below is the ion C3H9NS with charge -1, with properties calculated with the ωB97M-V functional and the def2-TZVPD basis.

Geometry (Å):
C -0.578 0.361 -1.788
S 0.132 -1.015 -0.839
H 0.178 1.123 -1.940
H -0.792 -0.042 -2.782
H -1.538 0.690 -1.382
C 1.119 1.215 1.204
C -0.491 -0.605 0.840
N -0.229 0.704 1.401
H 1.803 0.611 1.803
H 1.146 2.242 1.543
H 1.454 1.208 0.165
H -0.143 -1.417 1.483
H -1.550 -0.739 0.762
H -0.890 1.335 0.962

Properties
- F_max (eV/Å) = 0.84
- total energy (Eh) = -572.57684
- multiplicity = 2
- E_HOMO (spin up / spin down) (eV) = 1.187 / -4.851
- charge = -1
- energy relative to the best compared isomer or geometry (same formula, charge and spin) (kcal/mol) = 33.16